[1]
# H3NOP2

A single H3NOP2 molecule at a distorted geometry (ωB97M-V/def2-TZVPD, the Open Molecules 2025 dataset).

Results
Charge: 0
ΔE to the lowest compared entry with this formula, charge and spin (kcal/mol): 5.4
Kohn-Sham gap (alpha / beta) (eV): 8.3 / 8.3
SMILES: O=N[PH]#[PH2]
DFT total energy (eV): -22160.24273

Each line ends with the Mulliken charge.
Positions of all 7 atoms, in Å:
N1 -0.880 -0.882 0.412  0.0625
O1 -1.685 -0.866 1.342  -0.3391
P1 1.345 0.628 -0.158  -0.1295
P2 -0.718 0.299 -0.820  0.0942
H1 1.296 -0.576 0.629  0.1340
H2 1.933 -0.063 -1.233  0.0795
H3 -1.291 1.459 -0.172  0.0984



[2]
# C17H22N2O3S

A single C17H22N2O3S molecule (ωB97M-V/def2-TZVPD, the Open Molecules 2025 dataset).

Results
Charge: 0
ΔE to the lowest compared entry with this formula, charge and spin (kcal/mol): 43.5
Kohn-Sham gap (eV): 9.3
SMILES: O=S(=O)(N[C@H]1CCCC[C@H]1NCc1ccco1)c1ccccc1
DFT total energy (eV): -37943.33203

Each line ends with the Mulliken charge.
Positions of all 45 atoms, in Å:
O1 1.993 2.681 1.655  -0.7886
S1 1.675 1.948 0.462  1.4185
O2 1.131 2.658 -0.661  -0.6835
N1 0.653 0.716 0.944  -0.2358
H1 0.249 0.973 1.834  0.4112
C1 -0.330 0.260 -0.025  -0.1429
C2 0.360 -0.601 -1.082  -1.0476
C3 0.937 -1.872 -0.469  -0.2802
C4 -0.166 -2.673 0.217  -0.8305
C5 -0.847 -1.825 1.286  -0.8930
H2 -0.115 -1.547 2.047  0.2309
H3 -1.648 -2.386 1.769  0.3720
C6 -1.440 -0.554 0.678  -0.7619
N2 -2.178 0.157 1.704  -0.3394
H4 -1.576 0.372 2.493  0.4018
C7 -2.880 1.363 1.275  -0.8340
C8 -3.855 1.042 0.192  0.4777
C9 -5.038 0.364 0.210  -0.5964
C10 -5.505 0.344 -1.127  -0.3537
C11 -4.571 1.009 -1.857  -0.5347
O3 -3.568 1.432 -1.069  -0.2679
H5 -4.506 1.243 -2.900  0.4671
H6 -6.409 -0.102 -1.488  0.4330
H7 -5.512 -0.064 1.069  0.5139
H8 -2.210 2.157 0.909  0.2942
H9 -3.421 1.740 2.149  0.5222
H10 -2.169 -0.835 -0.092  0.4807
H11 0.253 -3.572 0.673  0.4177
H12 -0.905 -2.985 -0.524  0.3871
H13 1.700 -1.601 0.263  0.1479
H14 1.411 -2.474 -1.247  0.3635
H15 1.147 -0.015 -1.557  0.2944
H16 -0.377 -0.861 -1.845  0.4992
H17 -0.774 1.130 -0.531  0.5564
C12 3.125 1.041 -0.053  0.0600
C13 3.606 1.173 -1.340  -0.1456
C14 4.725 0.448 -1.719  -0.6104
C15 5.343 -0.394 -0.807  -0.4261
C16 4.853 -0.512 0.485  -0.5816
C17 3.737 0.213 0.867  -0.5102
H18 3.334 0.155 1.865  0.4061
H19 5.342 -1.165 1.191  0.4114
H20 6.213 -0.960 -1.104  0.3999
H21 5.114 0.540 -2.722  0.4040
H22 3.098 1.839 -2.019  0.4934



[3]
# C31H27N3O3PSZn

A molecular structure, C31H27N3O3PSZn (ωB97M-V/def2-TZVPD, the Open Molecules 2025 dataset).

Results
Charge: +1
ΔE to the lowest compared entry with this formula, charge and spin (kcal/mol): 33.4
Kohn-Sham gap (eV): 7.9
DFT total energy (eV): -111734.67052

Each line ends with the Mulliken charge.
Positions of all 67 atoms, in Å:
Zn1 1.432 0.166 1.047  0.9529
O1 1.733 0.751 3.752  -0.3936
N1 1.128 -0.303 3.085  0.3181
C1 0.850 -1.345 3.752  0.1733
C2 0.191 -2.562 3.242  0.9590
C3 -0.204 -3.445 4.249  -1.0558
C4 -0.845 -4.635 3.958  -0.8119
C5 -1.087 -4.973 2.637  -0.7262
C6 -0.690 -4.112 1.626  -0.6744
C7 -0.059 -2.903 1.901  -0.1435
P1 0.386 -1.903 0.425  1.2653
C8 1.500 -2.997 -0.485  1.1049
C9 2.729 -3.165 0.158  -0.7197
C10 3.738 -3.897 -0.439  -0.6738
C11 3.533 -4.464 -1.691  -0.5604
C12 2.319 -4.299 -2.336  -0.7831
C13 1.303 -3.561 -1.741  -0.4806
C14 -1.241 -1.585 -0.328  0.5434
C15 -2.185 -1.059 0.561  -0.4581
C16 -3.424 -0.642 0.111  -0.7731
C17 -3.739 -0.730 -1.241  -0.6102
C18 -2.804 -1.228 -2.131  -0.8245
C19 -1.556 -1.649 -1.682  -0.3132
H1 1.969 0.470 4.653  0.3201
H2 1.092 -1.354 4.815  0.3344
H3 -0.003 -3.189 5.283  0.3872
H4 -1.146 -5.297 4.760  0.4205
H5 -1.579 -5.905 2.392  0.4442
H6 -0.870 -4.387 0.593  0.3674
H7 2.912 -2.698 1.120  0.3380
H8 4.690 -4.007 0.060  0.4215
H9 4.325 -5.029 -2.165  0.4043
H10 2.156 -4.739 -3.311  0.4428
H11 0.366 -3.462 -2.262  0.2943
H12 -1.951 -0.983 1.617  0.3621
H13 -4.147 -0.246 0.812  0.4545
H14 -4.711 -0.411 -1.594  0.4455
H15 -3.038 -1.291 -3.186  0.4485
H16 -0.841 -2.002 -2.405  0.2142
C20 3.149 0.489 -1.804  -0.6913
C21 3.918 0.140 -0.544  0.7712
O2 5.087 -0.155 -0.565  -0.6255
O3 3.201 0.171 0.561  -0.8278
H17 3.793 0.401 -2.675  0.3289
H18 2.769 1.512 -1.735  0.2320
H19 2.296 -0.190 -1.917  0.0770
S1 -2.987 4.912 -0.071  -0.1145
C22 -1.703 3.707 0.203  0.3853
C23 -0.988 3.705 1.394  -0.6122
C24 -0.029 2.732 1.603  -0.3630
N2 0.242 1.788 0.693  -0.1502
C25 -0.436 1.801 -0.467  -0.0459
C26 -1.410 2.735 -0.747  -0.9287
C27 -2.238 5.769 -1.455  0.1691
C28 -1.299 6.763 -1.224  -0.1936
C29 -0.725 7.385 -2.325  -0.3850
N3 -1.035 7.081 -3.585  -0.5411
C30 -1.954 6.140 -3.787  -0.4207
C31 -2.588 5.454 -2.758  -0.0391
H20 -1.176 4.456 2.149  0.4973
H21 0.552 2.704 2.516  0.4667
H22 -0.190 1.028 -1.186  0.6011
H23 -1.936 2.702 -1.691  0.4274
H24 -1.025 7.046 -0.217  0.3990
H25 0.017 8.163 -2.188  0.3611
H26 -2.199 5.922 -4.820  0.3598
H27 -3.341 4.707 -2.970  0.4486



[4]
# C20H43FIO12P

5 unconnected molecules or ions with the total composition C20H43FIO12P at a distorted geometry (ωB97M-V/def2-TZVPD, the Open Molecules 2025 dataset).

Results
Charge: 0
Kohn-Sham gap (eV): 8.8
SMILES: CCCCC[PH2](I)C[C@H](C)F.COC(=O)OC.COC(=O)OC.COC(=O)OC.COC(=O)OC
DFT total energy (eV): -66113.93744

Each line ends with the Mulliken charge.
Positions of all 78 atoms, in Å:
C1 0.930 -2.506 -0.861  -1.2190
C2 0.130 -1.194 -0.847  0.1314
C3 0.527 -0.335 0.334  -0.6740
C4 -0.315 0.907 0.578  -0.2026
C5 0.122 1.622 1.871  -1.0802
P1 0.348 3.421 1.664  0.1122
I1 -1.256 3.969 3.725  -0.3613
C6 1.539 3.403 0.195  -1.0462
C7 2.850 2.650 0.375  0.8434
C8 4.065 3.543 0.428  -1.5688
F1 3.006 1.769 -0.697  -0.3800
H1 1.138 -2.838 -1.874  0.2479
H2 1.884 -2.375 -0.353  0.3751
H3 0.406 -3.300 -0.336  0.2882
H4 -0.926 -1.444 -0.766  0.3184
H5 0.299 -0.678 -1.789  -0.0824
H6 0.431 -0.956 1.231  0.2615
H7 1.581 -0.072 0.261  0.2864
H8 -0.329 1.569 -0.283  -0.0692
H9 -1.346 0.584 0.718  0.4531
H10 1.043 1.187 2.254  0.4025
H11 -0.624 1.482 2.642  0.7135
H12 1.263 4.166 2.400  0.1402
H13 -0.592 4.139 0.937  0.1246
H14 1.773 4.454 0.014  0.5381
H15 1.059 3.050 -0.715  0.2763
H16 2.840 2.035 1.275  0.0636
H17 4.151 4.101 -0.500  0.4060
H18 3.970 4.230 1.266  0.3640
H19 4.959 2.946 0.581  0.3912
C9 -0.114 2.518 -4.301  -0.5884
O1 -1.215 1.898 -4.971  -0.3519
C10 -2.147 1.410 -4.155  0.8824
O2 -2.119 1.454 -2.953  -0.5678
O3 -3.105 0.861 -4.893  -0.3478
C11 -4.176 0.287 -4.134  -0.6034
H20 0.553 2.860 -5.086  0.2989
H21 -0.455 3.363 -3.706  0.2999
H22 0.399 1.803 -3.661  0.1837
H23 -4.667 1.047 -3.531  0.2951
H24 -3.806 -0.508 -3.491  0.2666
H25 -4.870 -0.116 -4.865  0.2195
C12 1.413 -2.390 -5.092  -0.6045
O4 0.880 -3.700 -5.298  -0.2474
C13 1.618 -4.472 -6.093  0.7486
O5 2.650 -4.155 -6.622  -0.5456
O6 1.016 -5.654 -6.201  -0.3050
C14 1.707 -6.591 -7.033  -0.6498
H26 0.715 -1.885 -4.431  0.0908
H27 2.393 -2.444 -4.622  0.3259
H28 1.485 -1.850 -6.033  0.3651
H29 2.698 -6.798 -6.635  0.3019
H30 1.794 -6.209 -8.048  0.2980
H31 1.105 -7.493 -7.024  0.2130
C15 -0.511 5.517 7.158  -0.6232
O7 0.194 6.245 8.176  -0.3188
C16 1.077 5.525 8.855  0.7718
O8 1.324 4.359 8.689  -0.5436
O9 1.653 6.316 9.762  -0.3219
C17 2.631 5.662 10.572  -0.6272
H32 -1.179 6.231 6.688  0.2613
H33 0.178 5.120 6.420  0.2542
H34 -1.083 4.704 7.599  0.3190
H35 3.443 5.278 9.958  0.2921
H36 2.181 4.846 11.134  0.2935
H37 3.005 6.421 11.252  0.2126
C18 -3.652 -5.596 2.549  -0.6417
O10 -3.631 -4.931 1.282  -0.3030
C19 -3.468 -5.744 0.241  0.7705
O11 -3.341 -6.938 0.292  -0.5394
O12 -3.468 -5.006 -0.867  -0.2677
C20 -3.295 -5.756 -2.072  -0.6520
H38 -3.790 -4.814 3.289  0.2148
H39 -4.475 -6.305 2.595  0.2969
H40 -2.712 -6.115 2.724  0.2993
H41 -4.104 -6.473 -2.196  0.3086
H42 -2.340 -6.277 -2.067  0.3037
H43 -3.313 -5.033 -2.881  0.2085



[5]
# C79H65BaFN6OPSSi

A molecular structure, C79H65BaFN6OPSSi at a distorted geometry (ωB97M-V/def2-TZVPD, the Open Molecules 2025 dataset).

Results
Charge: -1
ΔE to the lowest compared entry with this formula, charge and spin (kcal/mol): 1.4
Kohn-Sham gap (eV): 4.8
DFT total energy (eV): -125387.35263

Each line ends with the Mulliken charge.
Positions of all 156 atoms, in Å:
Ba1 -0.354 -1.151 -0.737  1.4688
C1 0.740 5.230 0.751  -1.0355
N1 0.909 4.085 -0.136  0.5595
C2 0.131 2.946 -0.180  -0.7378
N2 0.543 2.145 -1.136  0.3928
C3 1.594 2.763 -1.745  0.0313
C4 1.844 3.981 -1.146  0.2785
C5 2.716 5.106 -1.557  0.1160
C6 2.722 5.504 -2.897  -0.2618
C7 3.493 6.575 -3.319  -0.8423
C8 4.270 7.282 -2.409  -0.4421
C9 4.275 6.896 -1.077  -0.9578
C10 3.507 5.817 -0.655  0.0292
C11 2.256 2.135 -2.909  -0.1137
C12 1.489 1.355 -3.774  -0.3973
C13 2.050 0.805 -4.919  -0.6761
C14 3.392 1.014 -5.207  -0.4184
C15 4.174 1.757 -4.330  -1.1998
C16 3.612 2.312 -3.189  0.5046
P1 -1.308 2.753 0.910  -0.7064
C17 -0.909 1.328 1.964  -1.8310
N3 -0.803 0.057 1.636  2.0205
C18 -0.655 -0.648 2.800  -0.2843
C19 -0.650 0.222 3.869  0.9810
N4 -0.816 1.476 3.325  0.8355
C20 -0.925 2.718 4.084  -1.1138
C21 -0.628 -0.062 5.319  -0.1759
C22 -1.484 -1.042 5.835  -0.2613
C23 -1.474 -1.343 7.189  -0.7947
C24 -0.614 -0.671 8.050  -0.4823
C25 0.237 0.303 7.548  -0.7417
C26 0.233 0.602 6.192  -0.2747
C27 -0.544 -2.121 2.878  0.0828
C28 0.510 -2.719 3.570  -0.4954
C29 0.520 -4.092 3.760  -0.9131
C30 -0.509 -4.879 3.253  -0.6128
C31 -1.547 -4.288 2.547  -0.6120
C32 -1.570 -2.912 2.361  0.4387
C33 -2.570 2.098 -0.214  -0.9306
N5 -2.458 1.288 -1.244  -0.0784
C34 -3.700 1.146 -1.775  -0.2532
C35 -4.615 1.849 -1.030  0.4337
N6 -3.887 2.464 -0.041  0.4763
C36 -4.431 3.320 1.005  -1.0364
C37 -6.066 2.033 -1.207  -0.1310
C38 -6.961 1.754 -0.175  0.0683
C39 -8.326 1.942 -0.355  -0.8642
C40 -8.814 2.397 -1.572  -0.4067
C41 -7.929 2.654 -2.613  -0.8646
C42 -6.567 2.476 -2.431  0.1854
C43 -3.932 0.234 -2.910  0.3331
C44 -5.110 -0.505 -3.025  0.2173
C45 -5.293 -1.373 -4.090  -1.0597
C46 -4.295 -1.534 -5.045  -0.4275
C47 -3.110 -0.819 -4.925  -0.7608
C48 -2.933 0.062 -3.866  -0.5869
H1 -0.256 5.207 1.175  0.3150
H2 0.869 6.152 0.192  0.4482
H3 1.467 5.206 1.564  0.2311
H4 2.112 4.961 -3.610  0.5131
H5 3.483 6.864 -4.364  0.4076
H6 4.866 8.124 -2.737  0.3896
H7 4.887 7.430 -0.358  0.4138
H8 3.558 5.498 0.378  0.3437
H9 0.438 1.209 -3.547  0.6309
H10 1.438 0.208 -5.588  0.4322
H11 3.833 0.583 -6.098  0.4268
H12 5.233 1.891 -4.528  0.3794
H13 4.229 2.877 -2.502  0.4910
H14 -1.256 2.488 5.091  0.5265
H15 -1.650 3.374 3.617  0.3376
H16 0.032 3.236 4.136  0.1364
H17 -2.160 -1.557 5.162  0.5036
H18 -2.143 -2.105 7.571  0.4340
H19 -0.602 -0.911 9.107  0.3822
H20 0.919 0.823 8.210  0.4155
H21 0.929 1.339 5.805  0.3968
H22 1.320 -2.107 3.958  0.5317
H23 1.343 -4.549 4.297  0.4274
H24 -0.491 -5.952 3.398  0.4012
H25 -2.344 -4.893 2.132  0.4476
H26 -2.405 -2.435 1.843  -0.3877
H27 -5.344 3.786 0.649  0.4357
H28 -3.716 4.095 1.256  0.3549
H29 -4.658 2.740 1.901  0.2280
H30 -6.586 1.335 0.753  0.4116
H31 -9.008 1.716 0.454  0.3992
H32 -9.878 2.537 -1.715  0.3965
H33 -8.302 2.997 -3.570  0.4040
H34 -5.877 2.673 -3.244  0.4449
H35 -5.864 -0.440 -2.251  0.5207
H36 -6.202 -1.962 -4.148  0.3637
H37 -4.430 -2.231 -5.864  0.3992
H38 -2.321 -0.946 -5.660  0.4226
H39 -2.016 0.637 -3.776  0.6995
S1 -4.057 -0.843 0.929  -0.0501
C49 -4.864 -2.111 0.029  0.5309
C50 -6.206 -2.468 0.270  -0.6753
C51 -6.833 -3.479 -0.450  -0.6093
C52 -6.147 -4.189 -1.433  -0.5834
C53 -4.821 -3.857 -1.687  -0.7381
C54 -4.201 -2.836 -0.982  -0.2870
H40 -6.742 -1.931 1.044  0.3784
H41 -7.868 -3.726 -0.233  0.3360
H42 -6.636 -4.981 -1.989  0.3629
H43 -4.264 -4.392 -2.452  0.4805
H44 -3.181 -2.562 -1.216  0.2389
F1 3.310 -7.345 -3.691  -0.3829
C55 2.409 -6.561 -3.006  0.3698
C56 1.247 -6.159 -3.630  -0.6992
C57 0.336 -5.372 -2.933  -0.4727
C58 0.546 -4.965 -1.590  0.5188
C59 -0.407 -4.149 -0.864  -1.5195
C60 1.761 -5.413 -1.014  0.1498
C61 2.678 -6.196 -1.705  -0.4519
H45 1.058 -6.467 -4.654  0.4086
H46 -0.576 -5.051 -3.432  0.2976
H47 -0.305 -4.245 0.221  -0.0277
H48 -1.444 -4.315 -1.182  0.3170
H49 1.972 -5.140 0.017  0.1558
H50 3.596 -6.536 -1.236  0.4042
O1 1.800 -0.706 -0.480  1.1514
Si1 3.244 -0.531 0.159  -1.6337
C62 4.660 -0.999 -1.000  0.5578
C63 4.430 -1.220 -2.360  -0.5292
C64 5.465 -1.572 -3.221  -0.5826
C65 6.759 -1.702 -2.734  -0.5825
C66 7.010 -1.495 -1.380  -0.7655
C67 5.970 -1.157 -0.525  -0.2232
C68 3.575 1.222 0.828  1.0121
C69 2.687 1.746 1.780  -0.1314
C70 2.954 2.931 2.456  -0.4768
C71 4.120 3.638 2.181  -0.8577
C72 4.996 3.165 1.210  -0.6317
C73 4.726 1.969 0.546  -0.3875
C74 3.591 -1.633 1.664  0.6163
C75 3.422 -3.016 1.516  -0.4093
C76 3.791 -3.905 2.515  -0.4235
C77 4.322 -3.429 3.709  -0.5046
C78 4.487 -2.060 3.890  -0.7409
C79 4.133 -1.174 2.873  -0.2509
H51 3.418 -1.124 -2.746  0.2566
H52 5.262 -1.749 -4.273  0.4448
H53 7.568 -1.974 -3.402  0.3794
H54 8.015 -1.612 -0.992  0.4037
H55 6.176 -1.023 0.534  0.3585
H56 1.775 1.194 2.013  0.2509
H57 2.268 3.294 3.217  0.4299
H58 4.349 4.549 2.724  0.3018
H59 5.898 3.723 0.978  0.3614
H60 5.429 1.605 -0.197  0.4660
H61 3.005 -3.403 0.587  -0.0163
H62 3.658 -4.972 2.366  0.4587
H63 4.610 -4.121 4.492  0.3829
H64 4.900 -1.682 4.818  0.4132
H65 4.291 -0.112 3.029  0.3233



[6]
# C17H16N4O3S2

A single C17H16N4O3S2 molecule at a distorted geometry (ωB97M-V/def2-TZVPD, the Open Molecules 2025 dataset).

Results
Charge: 0
ΔE to the lowest compared entry with this formula, charge and spin (kcal/mol): 15.7
Kohn-Sham gap (eV): 8.9
SMILES: Cc1ccccc1C(=O)Nc1nnc(SCC(=O)NCc2ccco2)s1
DFT total energy (eV): -51661.85790

Each line ends with the Mulliken charge.
Positions of all 42 atoms, in Å:
C1 -3.822 -1.060 -1.932  -1.4959
C2 -3.776 -0.848 -0.450  1.6301
C3 -4.247 -1.811 0.431  -0.7028
C4 -4.200 -1.613 1.799  -0.6266
C5 -3.692 -0.432 2.314  -0.7641
C6 -3.223 0.544 1.455  -0.2184
C7 -3.245 0.332 0.081  -0.1295
C8 -2.770 1.410 -0.831  0.0071
O1 -3.412 2.393 -1.115  -0.6235
N1 -1.514 1.238 -1.380  0.1853
C9 -0.548 0.319 -1.115  0.4541
N2 0.592 0.350 -1.719  -1.0065
N3 1.439 -0.588 -1.333  0.0658
C10 0.970 -1.366 -0.424  0.4143
S1 1.855 -2.657 0.315  -0.1728
C11 3.491 -2.323 -0.403  -0.6603
H1 4.168 -3.035 0.072  0.4086
H2 3.454 -2.518 -1.474  0.3339
C12 3.998 -0.896 -0.189  0.5993
O2 4.761 -0.391 -0.975  -0.6544
N4 3.591 -0.315 0.960  -0.1124
H3 2.915 -0.799 1.534  0.2687
C13 3.739 1.107 1.195  -1.3037
C14 2.442 1.823 0.981  0.5505
C15 1.228 1.696 1.596  -0.3990
C16 0.359 2.604 0.944  -0.0131
C17 1.109 3.207 -0.019  -0.8346
O3 2.363 2.738 -0.003  -0.3751
H4 0.872 3.959 -0.745  0.4993
H5 -0.673 2.785 1.165  0.5766
H6 0.982 1.048 2.413  0.5301
H7 4.104 1.263 2.216  0.3430
H8 4.474 1.478 0.477  0.3804
S2 -0.680 -0.982 0.072  -0.1940
H9 -1.220 1.964 -2.026  0.3177
H10 -2.832 1.472 1.843  0.4394
H11 -3.666 -0.269 3.381  0.4181
H12 -4.569 -2.378 2.465  0.4123
H13 -4.657 -2.729 0.036  0.3951
H14 -4.463 -1.903 -2.179  0.4689
H15 -4.199 -0.172 -2.436  0.3147
H16 -2.824 -1.268 -2.321  0.2734